One molecule with the formula C4H6N2O in a non-equilibrium geometry. Source: the OMol25 dataset; level of theory: ωB97M-V/def2-TZVPD.

The largest force on an atom comes out at 0.02542 Eh/bohr. The HOMO energy (alpha / beta) comes out at -7.469 / -7.468 eV. As for the calculated total energy: -340.64139 a.u. As for the SMILES: C=C=CNC(N)=O. The calculation puts the molecular weight at 98.1 g/mol. Its gap between HOMO and LUMO (alpha / beta) is 7.243 / 7.241 eV.

CARTESIAN COORDINATES (ANGSTROEM)
C: -0.47 0.58 -0.94
C: 0.12 -0.29 1.01
N: 0.35 1.57 -1.49
C: 0.49 -1.26 0.08
C: -0.37 -0.35 2.24
N: 0.21 -0.80 -1.12
O: -1.68 0.68 -0.92
H: -0.12 2.46 -1.48
H: 1.28 1.61 -1.10
H: 0.41 -1.26 -2.01
H: 1.00 -2.21 0.22
H: -0.86 0.51 2.68
H: -0.35 -1.25 2.84

Atom charges from the natural (NBO) analysis, given in e for atoms 1 to 6: C 0.766; C -0.338; N -0.852; C 0.176; C -0.328; N -0.558

One molecule with the formula C4H6N2O in a non-equilibrium geometry. Source: the OMol25 dataset; level of theory: ωB97M-V/def2-TZVPD.

The largest force on an atom comes out at 0.03008 Eh/bohr. The HOMO energy comes out at -6.925 eV. As for the calculated total energy: -340.61611 a.u. The calculation puts the molecular weight at 98.1 g/mol. Its gap between HOMO and LUMO is 7.684 eV.

CARTESIAN COORDINATES (ANGSTROEM)
C: -0.80 1.52 0.81
C: -0.42 0.47 1.67
C: 0.06 0.45 -1.08
C: 0.44 -0.41 -2.16
N: -0.52 1.28 -0.45
N: 0.13 -0.57 1.15
O: 0.53 -1.57 2.07
H: -1.26 2.44 1.10
H: -0.59 0.58 2.74
H: 0.20 0.08 -3.10
H: 1.51 -0.61 -2.13
H: -0.11 -1.35 -2.12
H: 0.82 -2.30 1.51

Atom charges from the natural (NBO) analysis, given in e for atoms 1 to 6: C -0.280; C -0.003; C 0.465; C -0.717; N -0.268; N -0.259

One molecule with the formula C4H6N2O in a non-equilibrium geometry. Source: the OMol25 dataset; level of theory: ωB97M-V/def2-TZVPD.

The largest force on an atom comes out at 0.02147 Eh/bohr. The HOMO energy comes out at -10.720 eV. As for the calculated total energy: -340.74381 a.u. As for the SMILES: [H]/N=C/OCCC#N. The calculation puts the molecular weight at 98.1 g/mol. Its gap between HOMO and LUMO is 11.440 eV.

CARTESIAN COORDINATES (ANGSTROEM)
N: 0.52 0.59 1.79
C: 0.27 1.54 1.00
O: 0.33 1.42 -0.34
C: 0.58 0.10 -0.82
C: -0.74 -0.69 -0.84
C: -0.57 -2.12 -0.59
N: -0.45 -3.25 -0.38
H: 0.44 0.89 2.76
H: -0.03 2.56 1.26
H: 1.32 -0.39 -0.18
H: 0.98 0.22 -1.83
H: -1.39 -0.30 -0.05
H: -1.26 -0.55 -1.79

Atom charges from the natural (NBO) analysis, given in e for atoms 1 to 6: N -0.724; C 0.404; O -0.496; C -0.072; C -0.538; C 0.287

One molecule with the formula C4H6N2O in a non-equilibrium geometry. Source: the OMol25 dataset; level of theory: ωB97M-V/def2-TZVPD.

The largest force on an atom comes out at 0.08154 Eh/bohr. The HOMO energy comes out at -8.293 eV. As for the calculated total energy: -340.75167 a.u. As for the SMILES: Cc1cnc(N)o1. The calculation puts the molecular weight at 98.1 g/mol. Its gap between HOMO and LUMO is 9.206 eV.

CARTESIAN COORDINATES (ANGSTROEM)
C: -1.96 -0.73 -0.54
C: -0.55 -0.39 -0.55
C: 0.71 -0.74 -1.02
C: 1.01 0.74 0.39
H: -2.11 -1.67 -1.20
H: -2.56 0.13 -0.93
H: -2.37 -1.04 0.42
H: 1.00 -1.42 -1.83
H: 1.18 1.45 2.32
H: 2.64 1.41 1.59
N: 1.66 -0.01 -0.42
N: 1.63 1.60 1.41
O: -0.29 0.65 0.38

Atom charges from the natural (NBO) analysis, given in e for atoms 1 to 6: C -0.656; C 0.193; C -0.087; C 0.659; H 0.230; H 0.231

One molecule with the formula C4H6N2O. Source: the OMol25 dataset; level of theory: ωB97M-V/def2-TZVPD.

The largest force on an atom comes out at 0.01165 Eh/bohr. The HOMO energy comes out at -8.486 eV. As for the calculated total energy: -340.62476 a.u. As for the SMILES: CC(=C=CN)N=O. The calculation puts the molecular weight at 98.1 g/mol. Its gap between HOMO and LUMO is 8.163 eV.

CARTESIAN COORDINATES (ANGSTROEM)
C: 0.27 -0.56 -2.25
C: -0.21 -0.44 -0.83
N: -1.46 -1.19 -0.59
O: -1.99 -0.98 0.47
C: 0.62 0.39 1.47
N: 0.26 1.51 2.21
C: 0.37 0.13 0.20
H: -0.56 -0.85 -2.90
H: 0.70 0.38 -2.61
H: 1.04 -1.34 -2.33
H: 0.34 1.37 3.21
H: -0.64 1.89 1.96
H: 1.27 -0.31 1.99

Atom charges from the natural (NBO) analysis, given in e for atoms 1 to 6: C -0.642; C -0.038; N 0.127; O -0.292; C -0.026; N -0.795

One molecule with the formula C4H6N2O. Source: the OMol25 dataset; level of theory: ωB97M-V/def2-TZVPD.

The largest force on an atom comes out at 0.01327 Eh/bohr. The HOMO energy comes out at -8.362 eV. As for the calculated total energy: -340.58736 a.u. The calculation puts the molecular weight at 98.1 g/mol. Its gap between HOMO and LUMO is 8.644 eV.

CARTESIAN COORDINATES (ANGSTROEM)
C: -2.02 0.03 -0.19
C: -0.64 0.07 0.44
C: 0.44 -0.44 -0.41
C: 1.70 -0.42 0.04
O: 3.09 -0.23 -0.80
N: 2.77 -0.32 0.73
N: -0.38 0.52 1.61
H: -2.78 0.42 0.50
H: -2.30 -0.99 -0.48
H: -2.04 0.64 -1.10
H: 0.24 -0.88 -1.38
H: 3.14 0.73 -0.99
H: -1.23 0.87 2.05

Atom charges from the natural (NBO) analysis, given in e for atoms 1 to 6: C -0.675; C 0.302; C -0.582; C 0.547; O -0.485; N -0.185

A 2-piece molecular cluster, C4H6N2O overall. Source: the OMol25 dataset; level of theory: ωB97M-V/def2-TZVPD.

The largest force on an atom comes out at 0.01924 Eh/bohr. The HOMO energy comes out at -9.854 eV. As for the calculated total energy: -340.70301 a.u. As for the SMILES: [H]/N=C/OC=C.C#N. The calculation puts the molecular weight at 98.1 g/mol. Its gap between HOMO and LUMO is 10.655 eV.

CARTESIAN COORDINATES (ANGSTROEM)
N: -1.67 0.50 -1.03
C: -2.05 0.27 0.15
O: -1.25 -0.24 1.10
C: 0.00 -0.69 0.69
C: 1.07 -0.51 1.43
C: 2.08 0.47 -1.52
N: 3.22 0.36 -1.39
H: -2.44 0.87 -1.58
H: -3.04 0.46 0.58
H: -0.02 -1.21 -0.27
H: 1.02 0.57 -1.62
H: 1.04 0.04 2.37
H: 2.03 -0.90 1.09

Atom charges from the natural (NBO) analysis, given in e for atoms 1 to 6: N -0.735; C 0.420; O -0.493; C 0.095; C -0.439; C 0.070

One molecule with the formula C4H6N2O in a non-equilibrium geometry. Source: the OMol25 dataset; level of theory: ωB97M-V/def2-TZVPD.

The largest force on an atom comes out at 0.05039 Eh/bohr. The HOMO energy (alpha / beta) comes out at -7.175 / -7.176 eV. As for the calculated total energy: -340.60627 a.u. The calculation puts the molecular weight at 98.1 g/mol. Its gap between HOMO and LUMO (alpha / beta) is 6.944 / 6.948 eV.

CARTESIAN COORDINATES (ANGSTROEM)
C: 2.30 0.32 -0.04
C: 0.78 0.28 -0.09
C: 0.09 -0.87 0.19
N: -1.28 -0.70 0.17
C: -1.79 0.47 -0.10
O: -3.16 0.31 -0.20
N: 0.18 1.40 -0.41
H: 2.63 0.15 0.98
H: 2.74 1.26 -0.40
H: 2.65 -0.48 -0.70
H: 0.51 -1.79 0.57
H: -1.90 -1.49 0.33
H: -3.66 1.12 -0.30

Atom charges from the natural (NBO) analysis, given in e for atoms 1 to 6: C -0.618; C 0.070; C -0.262; N -0.524; C 0.497; O -0.709

One molecule with the formula C4H6N2O in a non-equilibrium geometry. Source: the OMol25 dataset; level of theory: ωB97M-V/def2-TZVPD.

The largest force on an atom comes out at 0.12824 Eh/bohr. The HOMO energy comes out at -9.219 eV. As for the calculated total energy: -340.65198 a.u. As for the SMILES: [H]/N=C(C=C)\C(O)=N/[H]. The calculation puts the molecular weight at 98.1 g/mol. Its gap between HOMO and LUMO is 9.956 eV.

CARTESIAN COORDINATES (ANGSTROEM)
C: -0.95 -0.18 0.32
C: -0.18 1.05 0.13
C: 1.20 0.11 0.28
C: 1.66 -0.88 -0.47
O: -1.26 -0.43 1.62
N: -1.63 -0.78 -0.60
N: -0.14 2.17 -0.39
H: -1.89 -1.17 1.61
H: -1.35 -0.57 -1.55
H: -1.00 2.70 -0.42
H: 1.87 0.71 0.89
H: 1.00 -1.57 -0.97
H: 2.70 -1.16 -0.44

Atom charges from the natural (NBO) analysis, given in e for atoms 1 to 6: C 0.503; C 0.259; C -0.265; C -0.360; O -0.669; N -0.738

One molecule with the formula C4H6N2O in a non-equilibrium geometry. Source: the OMol25 dataset; level of theory: ωB97M-V/def2-TZVPD.

The largest force on an atom comes out at 0.06939 Eh/bohr. The HOMO energy (alpha / beta) comes out at -7.250 / -7.252 eV. As for the calculated total energy: -340.61062 a.u. The calculation puts the molecular weight at 98.1 g/mol. Its gap between HOMO and LUMO (alpha / beta) is 6.899 / 6.903 eV.

CARTESIAN COORDINATES (ANGSTROEM)
C: 0.30 -0.86 -0.88
C: 1.65 1.25 -1.96
C: 0.13 0.13 0.06
C: -0.91 0.21 1.12
N: 0.93 -1.03 -2.03
N: 1.73 0.03 -2.38
O: 1.98 2.37 -1.70
H: -0.35 -1.78 -0.65
H: 1.00 0.73 0.21
H: -0.59 0.73 2.02
H: -1.06 -0.84 1.43
H: -1.88 0.61 0.75
H: 2.29 -0.04 -3.20

Atom charges from the natural (NBO) analysis, given in e for atoms 1 to 6: C -0.003; C 0.812; C -0.379; C -0.634; N -0.374; N -0.435

One molecule with the formula C4H6N2O in a non-equilibrium geometry. Source: the OMol25 dataset; level of theory: ωB97M-V/def2-TZVPD.

The largest force on an atom comes out at 0.02456 Eh/bohr. The HOMO energy comes out at -7.574 eV. As for the calculated total energy: -340.74750 a.u. As for the SMILES: Nc1cc[nH]c1O. The calculation puts the molecular weight at 98.1 g/mol. Its gap between HOMO and LUMO is 8.537 eV.

CARTESIAN COORDINATES (ANGSTROEM)
N: 0.46 -0.72 1.80
C: 0.03 -0.15 0.56
C: 0.72 -0.30 -0.61
O: 1.96 -0.79 -0.78
N: -0.03 0.21 -1.63
C: -1.18 0.78 -1.10
C: -1.13 0.61 0.26
H: -0.24 -1.38 2.12
H: 0.55 -0.02 2.53
H: 2.22 -1.03 0.13
H: 0.27 0.26 -2.59
H: -1.93 1.22 -1.76
H: -1.50 1.28 1.02

Atom charges from the natural (NBO) analysis, given in e for atoms 1 to 6: N -0.848; C -0.056; C 0.423; O -0.666; N -0.534; C -0.085

One molecule with the formula C4H6N2O in a non-equilibrium geometry. Source: the OMol25 dataset; level of theory: ωB97M-V/def2-TZVPD.

The largest force on an atom comes out at 0.02351 Eh/bohr. The HOMO energy comes out at -7.816 eV. As for the calculated total energy: -340.68512 a.u. The calculation puts the molecular weight at 98.1 g/mol. Its gap between HOMO and LUMO is 8.311 eV.

CARTESIAN COORDINATES (ANGSTROEM)
N: -1.60 -0.07 1.19
C: -0.54 -0.16 0.41
C: 0.44 0.95 0.35
O: 0.08 2.08 0.81
C: 1.21 0.62 -0.93
C: 0.78 -0.58 -1.36
N: -0.25 -1.07 -0.51
H: -1.69 0.88 1.56
H: -1.99 -0.85 1.70
H: 1.20 0.11 0.97
H: 2.05 1.16 -1.34
H: 1.19 -1.26 -2.08
H: -0.88 -1.82 -0.75

Atom charges from the natural (NBO) analysis, given in e for atoms 1 to 6: N -0.780; C 0.458; C 0.143; O -0.795; C -0.229; C -0.084